Entry from OMol25: a cluster of 9 separate species, C27H63N9O9 in total (wB97M-V/def2-TZVPD).

Geometry as XYZ:
```
108
Properties=species:S:1:pos:R:3:forces:R:3
C 3.1221 3.9436 -2.3743 -0.158 0.727 -0.962
N 3.7993 3.9804 -1.1200 -0.616 -0.538 1.166
C 3.0191 4.0592 0.0871 -1.033 0.712 0.123
C 5.0984 4.2301 -1.0727 -0.590 0.870 -5.498
O 5.8316 4.2854 -0.1658 2.217 0.043 3.438
H 2.1480 3.5167 -2.2533 -0.831 0.175 0.349
H 3.5706 3.2066 -3.0535 0.424 0.694 -0.143
H 3.0376 4.9957 -2.7706 -0.011 -1.214 -0.208
H 3.5586 3.6916 0.9338 0.504 -0.265 0.429
H 2.7163 5.1226 0.3213 0.119 -0.997 -0.332
H 2.1412 3.4271 -0.0557 -0.131 0.249 0.216
H 5.4317 4.4859 -2.1773 0.021 -0.592 1.410
C 2.7515 0.4878 -5.4977 0.774 -0.834 -1.619
N 2.2219 -0.2831 -4.4426 -2.280 0.228 -0.487
C 0.7564 -0.4805 -4.3153 -0.251 0.795 0.287
C 2.9767 -0.9826 -3.6441 0.918 -0.523 1.695
O 2.5291 -1.6678 -2.7443 0.051 -0.765 0.708
H 2.4117 1.4877 -5.5189 -0.408 1.192 0.246
H 2.4817 0.0340 -6.4590 -0.069 0.114 -0.044
H 3.8423 0.4669 -5.4765 -0.040 0.131 0.227
H 0.3116 0.2367 -3.5714 0.474 -0.443 -0.749
H 0.2476 -0.3589 -5.2858 0.405 0.106 0.319
H 0.5456 -1.4805 -3.9377 0.246 0.057 -0.137
H 4.0625 -0.8601 -3.7525 0.109 0.078 -0.399
C 0.1079 2.8790 5.3497 1.373 -0.670 0.291
N 0.2972 2.3269 3.9988 -3.551 1.368 0.672
C 1.6291 2.0587 3.6723 1.578 -0.223 1.108
C -0.7224 2.4897 3.0767 0.832 -0.498 0.225
O -0.5808 2.2463 1.8800 -0.271 0.341 0.623
H 0.5787 2.1816 6.1034 -0.297 0.824 -0.797
H -0.9061 2.9721 5.6372 -1.218 -0.131 -0.062
H 0.5528 3.8847 5.4199 0.176 -0.378 0.047
H 1.7390 1.8283 2.6576 0.154 -0.629 -1.393
H 2.2526 2.9467 3.8521 0.020 -0.162 0.116
H 1.9940 1.2305 4.3249 0.008 0.504 -0.621
H -1.7288 2.7951 3.5029 1.126 -0.208 -0.112
C -4.5467 -1.5939 5.9295 -1.010 0.779 -1.285
N -3.9674 -0.3188 5.5220 0.069 -0.110 -0.238
C -3.5808 -0.1839 4.0813 0.441 0.018 2.029
C -3.4868 0.5226 6.4591 -0.834 0.425 0.457
O -3.0301 1.6440 6.2634 0.206 -0.900 0.044
H -3.8110 -2.3584 5.9381 0.554 -1.003 -0.146
H -5.3816 -1.8066 5.2379 0.652 -0.270 -0.033
H -5.0532 -1.5803 6.8689 0.086 0.479 0.960
H -4.2711 -0.7966 3.5088 -0.025 0.429 -0.360
H -3.5319 0.8998 3.8830 -0.156 -0.665 -0.357
H -2.5719 -0.6340 4.0439 -0.232 0.319 -0.551
H -3.6816 0.0900 7.4892 0.331 0.593 -0.607
C -1.3559 -3.7306 -4.1201 0.601 0.752 -0.118
N -2.1694 -2.6223 -4.6369 -0.305 -1.317 0.191
C -2.9884 -1.8176 -3.7676 -0.361 -0.165 -1.099
C -2.3731 -2.5224 -5.9547 2.370 -2.474 -0.624
O -3.0034 -1.6927 -6.5169 -1.485 1.590 -1.122
H -0.8669 -4.2486 -4.9430 -0.032 0.215 -0.199
H -1.8032 -4.5141 -3.5246 -0.966 0.131 0.165
H -0.5733 -3.3075 -3.5002 0.238 0.013 0.222
H -3.8204 -2.3489 -3.3692 -0.635 -0.772 0.466
H -2.3669 -1.5133 -3.0078 1.094 0.934 2.135
H -3.4135 -0.9708 -4.2855 0.253 0.185 -0.409
H -1.7649 -3.3337 -6.5180 -0.753 0.923 0.470
C -0.9454 -0.7748 1.5302 2.335 -0.503 -0.376
N -0.0958 -0.8136 0.3246 0.850 1.920 1.332
C 1.2142 -0.1175 0.3507 0.305 -0.634 0.244
C -0.4714 -1.5160 -0.7091 -0.396 -0.312 -2.083
O -1.4869 -2.2047 -0.7621 -0.262 -0.146 0.084
H -0.5244 -0.0702 2.2155 0.354 0.468 0.248
H -0.8973 -1.7371 2.0075 -0.541 -0.577 0.158
H -1.8998 -0.4416 1.2800 -1.766 0.074 -0.333
H 1.2179 0.9408 0.6938 -0.615 -0.589 -0.809
H 1.7900 -0.6003 1.1339 0.308 -0.178 0.100
H 1.7675 -0.3130 -0.5995 -0.596 0.437 0.617
H 0.1575 -1.3864 -1.6284 0.027 -0.159 0.726
C 4.8211 -1.6457 0.6243 -1.239 2.319 0.539
N 5.1004 -0.2728 0.0584 1.402 -2.065 -1.262
C 6.1506 -0.1976 -1.0672 -2.022 1.279 0.678
C 4.6417 0.8331 0.6793 0.051 -0.584 1.008
O 3.8545 0.8555 1.6213 0.128 -0.217 -0.477
H 4.5590 -2.3393 -0.1593 -0.181 -0.086 -0.227
H 3.9760 -1.4701 1.3519 0.805 -0.505 -0.898
H 5.6634 -1.9972 1.1929 0.543 -0.147 0.120
H 7.1469 -0.4768 -0.7393 -0.024 -0.182 0.212
H 5.8541 -0.7866 -1.9743 0.053 0.388 1.041
H 6.1478 0.8884 -1.3320 0.273 -0.874 -0.052
H 5.1267 1.7381 0.3647 0.192 0.796 -0.681
C -2.3164 -4.6934 0.8822 -0.036 0.542 -2.229
N -3.0195 -3.7687 1.7223 -0.532 -0.190 1.072
C -2.8633 -3.8907 3.1321 1.624 0.608 1.203
C -4.0691 -3.0570 1.2840 0.167 -0.652 -0.916
O -4.8514 -2.4414 1.9783 -0.082 0.306 0.027
H -1.3367 -4.8983 1.2446 0.846 0.179 0.549
H -2.1821 -4.1471 -0.0830 0.009 -0.745 0.547
H -2.7417 -5.6890 0.6759 -0.560 0.388 0.411
H -1.7814 -3.9736 3.3370 -0.327 -0.295 0.037
H -3.1654 -3.0162 3.7195 -0.280 -0.048 -0.672
H -3.3699 -4.7353 3.5513 -0.358 -0.737 0.212
H -4.1166 -3.1796 0.1927 -0.431 0.540 -0.201
C -2.6640 2.3969 -3.0037 0.607 -0.173 0.717
N -2.1273 2.0613 -1.6852 0.021 -1.096 1.287
C -3.0459 1.4669 -0.6228 1.253 1.045 -1.360
C -0.8059 2.3281 -1.3936 -2.325 0.799 -1.534
O -0.1071 2.8955 -2.2276 0.798 -0.503 0.722
H -3.3446 3.2191 -2.8938 -0.363 0.626 -0.155
H -3.2087 1.5707 -3.4190 -0.272 -0.582 -0.163
H -1.8390 2.6552 -3.6696 -0.165 0.060 0.198
H -2.4792 1.3482 0.2875 0.384 -0.108 0.156
H -3.8049 2.2056 -0.3838 -0.426 -0.121 -0.203
H -3.4507 0.5026 -0.9325 -0.089 0.163 -0.091
H -0.5904 2.1003 -0.3597 0.676 -0.179 0.360
```
Positions in Å, forces in eV/Å.

Its HOMO energy is -9.080 eV. Its gap between HOMO and LUMO is 9.59 eV. The charge is 0. As for the energy above the lowest of the compared OMol25 structures with the same formula, charge and spin: 153.47 kcal/mol.

***

Entry from OMol25: a structure of composition H4NP (wB97M-V/def2-TZVPD).

Geometry as XYZ:
```
6
Properties=species:S:1:pos:R:3:forces:R:3
N -0.3831 0.2284 -0.7536 -0.249 0.277 -0.856
P 0.4413 0.3996 0.7028 2.789 -1.824 1.197
H -0.5027 1.1052 -1.2412 -0.175 -0.142 -0.165
H -1.2691 -0.1933 -0.4918 0.049 0.177 -0.766
H 1.7810 -0.7023 0.7745 -1.601 2.070 -0.860
H -0.0675 -0.8376 1.0093 -0.813 -0.558 1.449
```
Positions in Å, forces in eV/Å.

Its HOMO energy is -8.858 eV. Its gap between HOMO and LUMO is 9.75 eV. The charge is 0. As for the energy above the lowest of the compared OMol25 structures with the same formula, charge and spin: 24.89 kcal/mol.